1.
{"formula": "C23H53BBrN2O8PSb", "method": "the ωB97M-V functional and the def2-TZVPD basis", "e_tot_ha": -4800.00203, "fmax_ha_per_bohr": 0.0334, "charge": -1, "e_lumo_ev": [2.008, 1.902], "homo_lumo_gap_ha": [0.201, 0.197], "homo_energy_ev": [-3.457, -3.457], "multiplicity": 3, "s_squared": 2.008, "symbols": ["C", "C", "O", "C", "C", "O", "C", "Sb", "O", "B", "O", "O", "P", "O", "Br", "H", "H", "H", "H", "H", "H", "H", "H", "H", "H", "H", "H", "H", "H", "H", "H", "H", "C", "C", "C", "C", "C", "C", "N", "O", "C", "C", "C", "H", "H", "H", "H", "H", "H", "H", "H", "H", "H", "H", "H", "H", "H", "H", "H", "H", "H", "C", "C", "C", "C", "C", "C", "N", "O", "C", "C", "C", "H", "H", "H", "H", "H", "H", "H", "H", "H", "H", "H", "H", "H", "H", "H", "H", "H", "H"], "xyz": [[9.286, -3.021, 2.159], [9.053, -3.288, 0.695], [9.167, -2.157, -0.140], [8.181, -1.162, 0.053], [7.215, -1.104, -1.101], [6.432, -2.270, -1.183], [5.063, -2.085, -0.843], [4.533, -2.725, 1.218], [2.894, -1.419, 1.159], [3.118, -0.170, 1.492], [2.396, 0.390, 2.544], [4.058, 0.659, 0.845], [3.153, -4.695, 0.279], [2.195, -5.210, 1.551], [1.646, -3.870, -1.228], [8.614, -2.273, 2.545], [10.306, -2.731, 2.355], [9.050, -3.933, 2.688], [9.836, -3.965, 0.381], [8.127, -3.817, 0.542], [7.588, -1.294, 0.945], [8.697, -0.208, 0.084], [7.774, -0.961, -2.021], [6.609, -0.216, -0.942], [4.721, -1.071, -0.987], [4.488, -2.715, -1.507], [4.030, -3.249, 2.820], [5.875, -3.851, 1.294], [5.506, -1.464, 1.962], [2.066, 1.255, 2.260], [3.706, 1.048, 0.036], [1.263, -5.038, 1.348], [-1.576, 3.485, 4.797], [-1.123, 3.748, 3.340], [-2.005, 4.822, 2.698], [-3.402, 4.330, 2.316], [-3.316, 3.061, 1.469], [-2.485, 1.964, 2.129], [-1.154, 2.485, 2.548], [-0.377, 2.568, 1.532], [-3.255, 1.380, 3.328], [-2.294, 0.805, 1.161], [0.306, 4.270, 3.428], [-1.384, 2.454, 5.089], [-1.025, 4.116, 5.493], [-2.633, 3.698, 4.960], [-1.512, 5.196, 1.795], [-2.083, 5.670, 3.382], [-4.006, 4.154, 3.211], [-3.918, 5.110, 1.753], [-4.317, 2.678, 1.263], [-2.877, 3.313, 0.498], [-2.639, 0.661, 3.869], [-4.143, 0.857, 2.973], [-3.605, 2.129, 4.036], [-1.854, 1.120, 0.217], [-3.260, 0.354, 0.929], [-1.657, 0.033, 1.595], [0.974, 3.517, 3.847], [0.328, 5.145, 4.077], [0.695, 4.573, 2.458], [-3.437, -2.559, -4.073], [-3.578, -1.569, -2.890], [-4.899, -1.807, -2.157], [-6.126, -1.292, -2.909], [-5.938, 0.169, -3.314], [-4.649, 0.408, -4.099], [-3.477, -0.159, -3.373], [-3.135, 0.616, -2.410], [-4.777, -0.199, -5.508], [-4.450, 1.902, -4.315], [-2.425, -1.876, -1.940], [-2.858, -2.122, -4.886], [-2.909, -3.458, -3.762], [-4.397, -2.887, -4.473], [-4.860, -1.313, -1.181], [-5.006, -2.875, -1.960], [-6.328, -1.911, -3.788], [-7.006, -1.381, -2.269], [-6.789, 0.504, -3.912], [-5.932, 0.788, -2.411], [-3.834, -0.121, -6.049], [-5.532, 0.345, -6.075], [-5.085, -1.241, -5.512], [-4.452, 2.458, -3.379], [-5.261, 2.290, -4.930], [-3.510, 2.101, -4.830], [-1.461, -1.683, -2.411], [-2.462, -2.928, -1.660], [-2.479, -1.293, -1.022]]}

***

2.
{"formula": "C23H53Br4MgN3O13P", "method": "the ωB97M-V functional and the def2-TZVPD basis", "e_tot_ha": -12887.38010, "fmax_ha_per_bohr": 0.1216, "charge": 1, "e_lumo_ev": -8.097, "homo_lumo_gap_ha": 0.032, "homo_energy_ev": -8.975, "symbols": ["C", "C", "O", "P", "O", "C", "C", "C", "O", "C", "C", "O", "C", "C", "C", "C", "N", "C", "C", "O", "C", "C", "H", "H", "H", "H", "H", "H", "H", "H", "H", "H", "H", "H", "H", "H", "H", "H", "H", "H", "H", "H", "H", "H", "H", "H", "H", "H", "O", "H", "H", "H", "C", "O", "H", "H", "H", "H", "O", "H", "H", "Br", "C", "C", "O", "O", "H", "H", "H", "Mg", "C", "O", "N", "N", "H", "H", "H", "H", "C", "Br", "Br", "Br", "H", "C", "O", "H", "H", "H", "H", "C", "C", "O", "H", "H", "H", "H", "H", "H"], "xyz": [[4.347, -0.395, -0.339], [2.838, -0.703, 0.183], [2.499, 0.175, 1.300], [0.987, 0.933, 1.117], [0.563, 1.396, 2.533], [-0.387, -0.284, 0.578], [-1.741, 0.568, 0.541], [-2.888, -0.041, -0.390], [-2.274, -0.487, -1.622], [-2.797, -1.763, -2.060], [-4.033, 1.003, -0.794], [-3.638, 2.385, -0.744], [-4.210, 3.056, -1.917], [-5.393, 0.858, 0.024], [-6.282, -0.401, 0.087], [-7.559, -0.387, 0.905], [-8.174, 0.637, 1.654], [-7.336, 1.778, 1.544], [-6.013, 1.995, 0.836], [1.004, 2.294, 0.094], [2.301, 2.519, -0.522], [2.402, 3.962, -1.240], [4.824, 0.491, 0.199], [4.305, -0.137, -1.454], [4.988, -1.338, -0.226], [2.139, -0.434, -0.683], [2.719, -1.794, 0.495], [-0.048, -0.696, -0.427], [-0.438, -1.143, 1.332], [-2.157, 0.581, 1.615], [-1.462, 1.645, 0.301], [-3.393, -0.899, 0.195], [-3.661, -1.639, -2.810], [-3.098, -2.472, -1.219], [-1.950, -2.284, -2.645], [-4.292, 0.784, -1.901], [-3.660, 2.727, -2.871], [-4.141, 4.199, -1.823], [-5.333, 2.804, -2.013], [-5.956, -1.358, -0.467], [-8.142, -1.382, 0.927], [-7.747, 2.699, 2.099], [-5.480, 2.997, 0.901], [3.158, 2.433, 0.221], [2.499, 1.743, -1.351], [3.448, 4.117, -1.668], [2.212, 4.800, -0.493], [1.662, 4.073, -2.097], [5.869, -0.523, 2.727], [6.450, 0.260, 2.584], [6.256, -1.346, 2.323], [4.958, -0.362, 2.394], [-1.273, -0.620, 5.547], [-1.122, 0.758, 5.246], [-1.957, -0.725, 6.390], [-1.684, -1.143, 4.679], [-0.303, -1.046, 5.814], [-0.512, 0.816, 4.499], [7.332, -2.603, 1.023], [8.168, -2.241, 0.625], [7.562, -3.503, 1.285], [9.500, -0.949, 1.155], [-2.516, 1.801, -6.307], [-3.992, 1.959, -5.989], [-4.374, 1.484, -4.888], [-4.668, 2.545, -6.861], [-1.990, 1.280, -5.502], [-2.394, 1.227, -7.228], [-2.058, 2.784, -6.440], [-7.003, -1.338, -2.074], [-1.063, -3.935, -4.992], [-1.425, -2.970, -4.329], [0.159, -4.502, -4.850], [-1.853, -4.517, -5.926], [0.475, -5.292, -5.383], [0.776, -4.097, -4.165], [-2.769, -4.124, -6.062], [-1.576, -5.307, -6.480], [12.294, -3.568, 2.945], [12.232, -1.967, 4.039], [10.598, -4.513, 2.951], [12.903, -3.188, 1.143], [13.029, -4.232, 3.395], [-3.354, 7.562, -0.604], [-2.344, 6.917, -1.365], [-3.498, 8.571, -0.990], [-4.292, 7.006, -0.690], [-3.046, 7.616, 0.443], [-2.239, 6.029, -1.002], [2.643, -3.381, 5.770], [2.006, -3.619, 4.415], [0.893, -2.751, 4.235], [1.918, -3.550, 6.569], [3.497, -4.046, 5.922], [2.984, -2.345, 5.862], [1.649, -4.647, 4.336], [2.726, -3.440, 3.608], [1.217, -1.843, 4.298]]}